Entry 1:
ORCA calculation (ωB97M-V/def2-TZVPD) on C23H28BrIrN3O2 as an isolated structure.

Computed properties:
- HOMO level: -9.98 eV
- Lowest unoccupied orbital energy: -3.277 eV
- Charge: +1
- Orbital gap: 6.71 eV
- Energy above the lowest of the compared OMol25 structures with the same formula, charge and spin: 27.59 kcal/mol

Geometry (Å):
Ir: -0.3563 -0.1504 -0.0695
C: 0.7439 -5.4374 -0.3878
C: 1.3995 -4.0870 -0.3079
C: 2.7436 -3.9183 -0.0044
C: 3.2927 -2.6555 -0.0201
C: 2.4727 -1.5636 -0.2651
Br: 3.3493 0.0747 -0.5332
N: 1.1495 -1.6779 -0.4463
C: 0.6711 -2.9366 -0.5256
H: 1.4597 -6.2037 -0.6797
H: -0.0684 -5.4391 -1.1145
H: 0.3298 -5.7288 0.5796
H: 3.3716 -4.7787 0.1947
H: 4.3504 -2.4983 0.1283
H: -0.3656 -3.0026 -0.8207
O: -6.3824 3.0985 -1.1565
C: -5.2743 3.7475 -0.5614
C: -4.0999 2.8130 -0.6290
C: -2.8091 3.2848 -0.8064
C: -1.7514 2.3991 -0.7817
N: -1.9187 1.0818 -0.5989
C: -3.1774 0.6090 -0.5081
C: -4.2777 1.4423 -0.4982
C: -3.2941 -0.8676 -0.3366
C: -4.4813 -1.5442 -0.5354
C: -4.5643 -2.8896 -0.1975
C: -5.8636 -3.6410 -0.3650
O: -6.7622 -3.3375 0.6894
C: -3.4440 -3.4783 0.3660
C: -2.2732 -2.7485 0.4800
N: -2.1678 -1.4785 0.0820
H: -7.1527 3.6728 -1.1019
H: -5.4713 3.9751 0.4925
H: -5.0271 4.6852 -1.0653
H: -2.6096 4.3388 -0.9512
H: -0.7318 2.7271 -0.9187
H: -5.2742 1.0375 -0.3957
H: -5.3458 -1.0301 -0.9349
H: -5.6712 -4.7135 -0.4444
H: -6.3589 -3.3226 -1.2809
H: -6.4889 -3.8059 1.4848
H: -3.4636 -4.5095 0.6974
H: -1.3843 -3.1871 0.9121
C: -0.5120 1.1825 2.8260
C: 0.7803 1.5495 2.0902
C: 1.9356 0.7361 2.7055
C: 1.0636 3.0443 2.2632
C: 0.6969 1.2182 0.6014
H: -0.4012 1.3990 3.8914
H: -0.7453 0.1242 2.7046
H: -1.3583 1.7622 2.4488
H: 2.0193 0.9824 3.7668
H: 2.8887 0.9626 2.2329
H: 1.7463 -0.3352 2.6081
H: 1.1673 3.2928 3.3217
H: 0.2489 3.6509 1.8577
H: 1.9867 3.3316 1.7547
H: 1.1962 1.9959 -0.0032


Entry 2:
ORCA calculation (ωB97M-V/def2-TZVPD) on C23H28Cl2N6SSiW as an isolated structure at a distorted geometry.

Computed properties:
- HOMO level (alpha / beta): -12.97 / -13.98 eV
- Lowest unoccupied orbital energy (alpha / beta): -7.182 / -9.155 eV
- Charge: +2
- Orbital gap (alpha / beta): 5.79 / 4.83 eV
- Energy above the lowest of the compared OMol25 structures with the same formula, charge and spin: 75.53 kcal/mol
- Spin multiplicity: 3

Geometry (Å):
W: 1.0227 -0.3923 0.9275
N: -1.3359 1.7753 3.9595
C: -0.5121 1.3328 3.0227
S: 0.6239 0.0137 3.2996
N: -0.4244 2.0844 1.9251
N: 0.2826 1.5185 1.0080
C: 0.8933 2.1182 -0.0814
C: 0.5237 3.2225 -0.8622
C: 1.0154 3.3797 -2.1788
C: 0.5319 4.3967 -2.9645
C: -0.3985 5.3065 -2.4615
C: -0.8788 5.1729 -1.1561
C: -0.4337 4.1495 -0.3528
C: 1.9527 1.1251 -0.2224
C: 3.1388 1.2605 -0.8477
C: 4.2396 0.3160 -0.9530
C: 4.7145 -0.6388 -0.1153
C: 4.0520 -1.0103 1.0912
N: 2.7940 -0.8190 1.1977
H: -1.4322 1.2787 4.8372
H: -1.9384 2.5354 3.7424
H: 1.6832 2.6409 -2.6027
H: 0.9020 4.5039 -3.9759
H: -0.7625 6.1024 -3.0892
H: -1.6317 5.8888 -0.7869
H: -0.7952 4.0472 0.6572
H: 3.3825 2.1712 -1.3732
H: 4.8773 0.5203 -1.7975
H: 5.6535 -1.1340 -0.3100
H: 4.6102 -1.4059 1.9369
C: 1.7059 -0.6543 -2.9029
C: 0.3434 -0.4407 -2.3196
C: -0.7204 -0.0785 -3.0733
C: -2.0082 0.0266 -2.4798
C: -2.2164 -0.3252 -1.1599
C: -1.0787 -0.7791 -0.4304
N: 0.1536 -0.7879 -1.0137
N: -0.9695 -1.0305 0.9115
Si: -2.2957 -2.1056 1.5963
C: -1.5395 -2.6909 3.1367
C: -2.5460 -3.3430 0.2641
C: -3.8572 -1.2092 1.8682
H: 1.6457 -1.4119 -3.6635
H: 2.3535 -1.0400 -2.1380
H: 2.1135 0.2211 -3.3916
H: -0.5837 0.0858 -4.1201
H: -2.8575 0.3999 -3.0449
H: -3.2001 -0.2747 -0.6999
H: -0.4548 -2.7400 2.9943
H: -1.8925 -3.6655 3.4603
H: -1.7229 -2.0317 3.9891
H: -1.6482 -3.5115 -0.3194
H: -3.3082 -2.9356 -0.4064
H: -2.9374 -4.2802 0.6699
H: -3.7596 -0.4881 2.6691
H: -4.6497 -1.9204 2.1686
H: -4.2515 -0.7120 0.9850
Cl: 1.8188 -3.4285 1.0568
C: 0.6772 -4.7982 1.1059
Cl: 0.5582 -5.6489 -0.4472
H: -0.2924 -4.4227 1.3889
H: 1.0697 -5.4387 1.8721


Entry 3:
ORCA calculation (ωB97M-V/def2-TZVPD) on C23H28Cl30FN3O5S2 as an isolated structure at a distorted geometry.

Computed properties:
- HOMO level: -9.28 eV
- Lowest unoccupied orbital energy: -1.252 eV
- Charge: 0
- Orbital gap: 8.02 eV

Geometry (Å):
C: -3.6982 5.0592 1.9562
C: -2.5500 4.9417 0.8953
O: -2.5771 3.6305 0.3418
C: -3.3233 3.5629 -0.8681
C: -3.1132 2.2623 -1.6489
O: -1.8002 2.0758 -2.1521
C: -0.8797 1.6307 -1.1568
C: -0.0221 0.4352 -1.6176
O: 0.7199 -0.1009 -0.5117
C: 1.7637 0.7502 -0.0843
C: 3.1922 0.2034 -0.2823
C: 4.3073 1.1496 -0.0112
S: 4.0466 2.8259 0.5417
O: 4.1965 3.7371 -0.5407
O: 2.8853 2.9829 1.3475
F: 5.3003 3.1105 1.5100
C: 5.6189 0.7946 -0.1775
C: 6.0280 -0.5140 -0.6121
N: 7.2691 -0.9816 -0.8320
S: 6.9708 -2.5441 -1.2569
N: 5.3491 -2.6692 -1.2051
C: 4.9346 -1.4374 -0.8318
C: 3.5418 -1.0751 -0.6729
N: 2.5702 -2.0885 -0.9200
H: -4.2672 5.9976 1.8711
H: -3.2674 4.9021 2.9604
H: -4.3682 4.1922 1.7926
H: -1.5827 5.0172 1.4316
H: -2.5528 5.7495 0.1408
H: -3.1648 4.4812 -1.4762
H: -4.4072 3.5935 -0.5850
H: -3.7763 2.3199 -2.5349
H: -3.4504 1.3775 -1.0721
H: -1.4317 1.4152 -0.2222
H: -0.2233 2.4966 -0.9160
H: -0.7221 -0.3642 -1.9312
H: 0.7000 0.6718 -2.4180
H: 1.6338 0.9276 1.0042
H: 1.7352 1.7592 -0.5422
H: 6.4066 1.5400 0.0071
H: 1.8634 -1.7942 -1.5800
H: 2.1362 -2.4347 -0.0715
C: 8.3105 0.2531 -3.8834
Cl: 6.9111 1.3305 -3.9302
Cl: 8.7484 -0.2696 -5.5140
Cl: 9.6772 1.0425 -3.0944
H: 8.0456 -0.6233 -3.3053
C: 12.9182 -0.0801 -5.9997
Cl: 12.8362 1.5043 -5.2261
Cl: 14.5924 -0.5068 -6.3678
Cl: 12.1706 -1.3122 -4.9805
H: 12.3678 -0.0313 -6.9317
C: 1.3214 -5.4029 1.3026
Cl: 0.3014 -6.4188 2.3279
Cl: 1.5379 -6.1391 -0.2845
Cl: 0.6276 -3.7879 1.1514
H: 2.2929 -5.3124 1.7719
C: 3.0372 -4.1687 4.9350
Cl: 3.5804 -5.5794 4.0186
Cl: 4.3728 -3.4943 5.8699
Cl: 2.3428 -2.9410 3.8669
H: 2.2673 -4.4902 5.6262
C: -7.6285 2.3460 -0.9957
Cl: -6.8467 1.1967 0.0896
Cl: -8.5968 3.5085 -0.0840
Cl: -6.4235 3.1804 -1.9819
H: -8.2889 1.7967 -1.6563
C: -9.8234 -1.1531 1.7759
Cl: -9.3151 -2.5669 0.8463
Cl: -8.4823 -0.5214 2.7306
Cl: -10.4748 0.0946 0.7050
H: -10.6096 -1.4576 2.4567
C: -12.3959 2.2096 3.0723
Cl: -11.6236 1.0557 4.1674
Cl: -13.3640 3.3731 3.9807
Cl: -11.1881 3.0345 2.0865
H: -13.0562 1.6604 2.4114
C: -5.8943 -1.4192 6.1723
Cl: -7.2746 -0.3180 6.1432
Cl: -5.5014 -1.9694 4.5410
Cl: -4.4954 -0.6453 6.9215
H: -6.1627 -2.2841 6.7669
C: 3.1110 3.4111 -4.6609
Cl: 3.3789 3.5561 -6.4001
Cl: 2.0393 2.0507 -4.3107
Cl: 4.6424 3.2330 -3.8060
H: 2.6315 4.3187 -4.3139
C: 0.2284 -10.0733 1.0227
Cl: 0.4451 -9.9245 -0.7227
Cl: -0.8321 -11.4334 1.4037
Cl: 1.7884 -10.2564 1.8306
H: -0.2382 -9.1653 1.3861


Entry 4:
ORCA calculation (ωB97M-V/def2-TZVPD) on C23H28CsFN2O2 as an isolated structure.

Computed properties:
- HOMO level (alpha / beta): -1.95 / -3.78 eV
- Lowest unoccupied orbital energy (alpha / beta): 2.144 / 2.124 eV
- Charge: -1
- Orbital gap (alpha / beta): 4.10 / 5.90 eV
- Energy above the lowest of the compared OMol25 structures with the same formula, charge and spin: 14.57 kcal/mol
- Spin multiplicity: 2

Geometry (Å):
Cs: -2.0572 -0.9473 -0.0201
C: 1.3992 1.6679 2.8691
C: 1.1524 0.2037 2.4886
C: -0.3109 -0.1698 2.7801
C: 1.6938 -0.1326 1.0979
C: 2.8115 -0.9633 1.0816
C: 3.4009 -1.3827 -0.0968
C: 2.8352 -0.9930 -1.2959
C: 1.7183 -0.1632 -1.3513
C: 1.1565 0.0974 -2.7452
C: 0.9263 1.5679 -3.1011
C: -0.1036 -0.7258 -3.0582
C: 1.1775 0.3374 -0.1399
N: 0.0368 1.1156 -0.1620
C: 0.0469 2.4396 -0.1228
C: 1.1416 3.3399 -0.1497
C: 0.9387 4.7117 -0.1123
C: -0.3275 5.2717 -0.0524
C: -1.4375 4.4150 -0.0271
C: -1.2290 3.0680 -0.0627
F: -2.2978 2.2072 -0.0305
H: 1.1774 1.8339 3.9268
H: 0.7723 2.3325 2.2774
H: 2.4403 1.9407 2.6896
H: 1.7552 -0.4069 3.1691
H: -0.9513 0.5039 2.2127
H: -0.5230 -0.0329 3.8428
H: -0.5177 -1.2151 2.5319
H: 3.2232 -1.3047 2.0256
H: 4.2699 -2.0282 -0.0794
H: 3.2655 -1.3539 -2.2246
H: 1.9325 -0.2705 -3.4252
H: 0.0368 1.9597 -2.6126
H: 0.8039 1.6746 -4.1820
H: 1.7719 2.1805 -2.7884
H: -0.9237 -0.3888 -2.4251
H: 0.0517 -1.7924 -2.8884
H: -0.4099 -0.5635 -4.0940
H: 2.1484 2.9417 -0.1904
H: 1.8085 5.3602 -0.1316
H: -0.4667 6.3440 -0.0257
H: -2.4483 4.8009 0.0211
O: -6.0216 0.1880 -0.4000
H: -5.7747 0.7642 0.3284
H: -5.5280 -0.6261 -0.2758
O: -3.6950 -3.0958 0.1347
N: -2.5470 -3.7861 0.2782
C: -1.9740 -3.8925 1.5406
C: -0.6295 -4.0763 1.6757
C: 0.2153 -4.2201 0.5546
C: -0.4114 -4.2215 -0.7107
C: -1.7575 -4.0371 -0.8370
H: -2.6744 -3.7413 2.3488
H: -0.2377 -4.0943 2.6866
H: 1.2848 -4.3181 0.6576
H: 0.1529 -4.3547 -1.6263
H: -2.2911 -3.9693 -1.7739


Entry 5:
ORCA calculation (ωB97M-V/def2-TZVPD) on C23H28ErN3O5S as an isolated structure at a distorted geometry.

Computed properties:
- HOMO level (alpha / beta): -8.28 / -8.29 eV
- Lowest unoccupied orbital energy (alpha / beta): 0.264 / 0.264 eV
- Charge: 0
- Orbital gap (alpha / beta): 8.54 / 8.55 eV
- Spin multiplicity: 4

Geometry (Å):
Er: -0.8199 1.0003 1.6088
C: -4.5605 -1.1897 2.1125
C: -3.0922 -1.4100 1.8885
O: -2.2597 -0.6607 2.3980
N: -2.7461 -2.4575 1.1145
C: -1.4540 -2.6295 0.4368
C: -0.2622 -2.8796 1.3341
C: 0.4418 -4.0753 1.2551
C: 1.5587 -4.2490 2.0564
C: 1.9180 -3.2339 2.9271
C: 1.1658 -2.0704 2.9257
N: 0.1136 -1.8832 2.1334
H: -4.8394 -0.3488 1.4716
H: -4.7302 -0.8883 3.1429
H: -5.1721 -2.0543 1.8616
H: -3.5014 -3.0106 0.7499
H: -1.2422 -1.7378 -0.1505
H: -1.5727 -3.4708 -0.2413
H: 0.1295 -4.8584 0.5765
H: 2.1438 -5.1574 1.9936
H: 2.7687 -3.3362 3.5868
H: 1.4290 -1.2403 3.5691
C: -1.2004 1.2815 -6.7968
C: -1.3870 1.3769 -5.3069
C: -1.7598 0.2677 -4.5537
C: -1.9438 0.3739 -3.1853
C: -1.7565 1.5951 -2.5576
C: -1.3733 2.7082 -3.2848
C: -1.1912 2.5918 -4.6523
S: -2.1098 1.6893 -0.8116
O: -1.5092 0.4025 -0.3044
O: -3.5452 1.7161 -0.6772
N: -1.2968 2.8752 -0.2103
C: -2.0375 3.7915 0.6852
C: -1.9203 2.9819 1.9599
O: -0.8356 3.0207 2.6047
O: -2.7099 2.0085 2.1057
H: -1.5454 0.3214 -7.1772
H: -0.1496 1.3970 -7.0689
H: -1.7612 2.0713 -7.2975
H: -1.9017 -0.6897 -5.0406
H: -2.2394 -0.4811 -2.5909
H: -1.2144 3.6481 -2.7711
H: -0.8823 3.4546 -5.2309
H: -3.0744 3.9190 0.3767
H: -1.5083 4.7371 0.7458
C: 4.6733 0.1579 2.9219
C: 4.1638 0.3505 1.4867
C: 4.8627 1.5615 0.8517
C: 4.4526 -0.9118 0.6636
C: 2.7121 0.5919 1.5197
C: 1.5098 0.7920 1.5471
H: 5.7512 -0.0238 2.9200
H: 4.1788 -0.6936 3.3931
H: 4.4686 1.0461 3.5201
H: 5.9486 1.4545 0.9161
H: 4.5673 2.4752 1.3673
H: 4.5785 1.6574 -0.1966
H: 5.5289 -1.0997 0.6232
H: 4.0788 -0.7960 -0.3542
H: 3.9619 -1.7793 1.1088


Entry 6:
ORCA calculation (ωB97M-V/def2-TZVPD) on a single C23H28FN3O4S molecule.

Computed properties:
- HOMO level: -8.61 eV
- Lowest unoccupied orbital energy: 0.536 eV
- Charge: 0
- Orbital gap: 9.14 eV
- Energy above the lowest of the compared OMol25 structures with the same formula, charge and spin: 0.00 kcal/mol

Geometry (Å):
C: 1.9883 4.8481 0.8543
C: 1.4813 3.4648 1.2499
C: 2.3545 2.8649 2.3502
C: 1.4550 2.5386 0.0224
N: 0.6255 3.0941 -1.0278
S: 0.5602 2.1658 -2.4275
O: 1.7652 1.3840 -2.4627
O: 0.2965 3.0702 -3.5053
C: -0.8583 1.0926 -2.2606
C: -2.1081 1.6794 -2.2519
C: -3.2488 0.8995 -2.1360
C: -3.0795 -0.4715 -2.0400
C: -1.8078 -1.0637 -2.0588
C: -0.6831 -0.2792 -2.1671
C: -1.9734 -2.5548 -1.9701
C: -1.4698 -3.2663 -3.2293
C: -1.3359 -3.1578 -0.7167
C: -3.4970 -2.7034 -1.8822
O: -4.1260 -3.7289 -1.7867
N: -4.0500 -1.4495 -1.9328
C: -5.4664 -1.2064 -1.8810
C: 0.9164 1.1621 0.4054
O: -0.2675 0.9832 0.6345
N: 1.8336 0.1825 0.4428
C: 1.5154 -1.1759 0.8371
C: 2.0230 -1.4470 2.2302
C: 3.1792 -2.1849 2.4445
C: 3.6638 -2.3822 3.7256
C: 2.9783 -1.8220 4.7874
F: 3.4467 -2.0056 6.0385
C: 1.8255 -1.0789 4.6039
C: 1.3530 -0.8970 3.3179
H: 1.4088 5.2405 0.0239
H: 1.9113 5.5324 1.6957
H: 3.0300 4.7919 0.5474
H: 0.4533 3.5475 1.6197
H: 1.9672 1.9047 2.6830
H: 2.3834 3.5356 3.2054
H: 3.3730 2.7235 1.9942
H: 2.4562 2.4500 -0.4065
H: -0.3058 3.3145 -0.7041
H: -2.1788 2.7509 -2.3564
H: -4.2286 1.3490 -2.1265
H: 0.3158 -0.6834 -2.1909
H: -0.3879 -3.1868 -3.2976
H: -1.7510 -4.3159 -3.1896
H: -1.9082 -2.8208 -4.1198
H: -0.2528 -3.1490 -0.8040
H: -1.6752 -4.1843 -0.5987
H: -1.6254 -2.5917 0.1660
H: -5.9580 -2.1747 -1.7930
H: -5.8045 -0.7083 -2.7917
H: -5.7188 -0.5898 -1.0165
H: 2.7895 0.3915 0.2057
H: 0.4257 -1.2536 0.8076
H: 1.9574 -1.8727 0.1206
H: 3.7056 -2.6154 1.6054
H: 4.5580 -2.9569 3.9073
H: 1.3163 -0.6593 5.4568
H: 0.4536 -0.3241 3.1482


Entry 7:
ORCA calculation (ωB97M-V/def2-TZVPD) on a single C23H28FN5O5S molecule.

Computed properties:
- HOMO level: -8.07 eV
- Lowest unoccupied orbital energy: 0.338 eV
- Charge: 0
- Orbital gap: 8.40 eV

Geometry (Å):
C: 4.4806 -0.3923 3.5038
C: 3.7447 0.3747 2.4157
O: 3.6261 -0.3913 1.2133
C: 2.6838 -1.3084 1.1590
O: 1.9536 -1.6205 2.0699
C: 2.5613 -1.8879 -0.2486
N: 1.6012 -1.0805 -0.9757
C: 2.0587 -0.3041 -2.0005
O: 3.1568 -0.4972 -2.4959
C: 1.1527 0.7086 -2.5578
S: 0.4874 2.0616 -1.7184
N: -0.2174 2.6812 -3.0362
C: 0.0063 1.9535 -4.1125
C: -0.5195 2.3451 -5.4338
N: -1.3004 3.4425 -5.4054
O: -0.2617 1.7287 -6.4561
C: 0.8309 0.8085 -3.9049
N: 1.1296 -0.0993 -4.8690
C: 0.2626 -1.0397 -0.4159
C: 0.1937 0.0529 0.6664
O: 0.9103 1.0363 0.6202
N: -0.6979 -0.1788 1.6357
C: -0.8216 0.6623 2.8115
C: -0.4232 -0.1194 4.0671
C: -1.4559 -1.1843 4.4294
C: -2.8450 -0.5708 4.5743
C: -3.2544 0.1370 3.2864
C: -2.2414 1.2228 2.9331
C: -0.7969 -0.9054 -1.4919
C: -0.7198 -1.7303 -2.6102
C: -1.6403 -1.6234 -3.6342
C: -2.6531 -0.6882 -3.5200
F: -3.5549 -0.5701 -4.5127
C: -2.7734 0.1211 -2.4060
C: -1.8422 0.0043 -1.3898
H: 3.9153 -1.2767 3.7875
H: 5.4617 -0.6985 3.1491
H: 4.6014 0.2434 4.3760
H: 4.2943 1.2689 2.1180
H: 2.7404 0.6541 2.7491
H: 2.2220 -2.9273 -0.1939
H: 3.5138 -1.8148 -0.7766
H: -1.6863 3.8059 -6.2597
H: -1.4374 3.9198 -4.5312
H: 1.9740 -0.6329 -4.7348
H: 0.9194 0.2215 -5.8075
H: 0.1172 -2.0092 0.0828
H: -1.1976 -1.0529 1.6529
H: -0.1194 1.4878 2.6514
H: 0.5459 -0.5907 3.8958
H: -0.3238 0.5846 4.8952
H: -1.1625 -1.6636 5.3650
H: -1.4760 -1.9613 3.6617
H: -3.5716 -1.3478 4.8197
H: -2.8373 0.1509 5.3941
H: -4.2410 0.5882 3.4077
H: -3.3250 -0.5891 2.4728
H: -2.2418 1.9819 3.7172
H: -2.5194 1.7100 1.9965
H: 0.0851 -2.4448 -2.6916
H: -1.5749 -2.2416 -4.5143
H: -3.5769 0.8374 -2.3456
H: -1.9209 0.6476 -0.5274